No. 1
Entry from the OMol25 dataset: a structure of composition C57H78CrN4O2PSe (ωB97M-V with the def2-TZVPD basis set).

Atoms and positions in Å:
Cr -0.1423 0.0541 -0.6341
C 4.0294 4.0370 -5.2793
C 4.2565 4.4873 -3.8340
C 3.7729 5.9417 -3.7088
C 5.7594 4.4096 -3.5268
C 3.4866 3.6299 -2.8367
C 2.6744 2.5711 -3.2134
C 1.9644 1.8678 -2.2547
Se 0.9280 0.3428 -2.8178
C 2.2840 -0.9953 -2.5332
C 3.2120 -1.2701 -3.5144
C 4.2076 -2.2039 -3.2686
C 4.2194 -2.8030 -2.0097
C 3.2969 -2.5398 -1.0033
C 2.2585 -1.6169 -1.2772
O 1.2976 -1.2984 -0.4153
C 3.4471 -3.1711 0.3853
C 3.5856 -2.0426 1.4232
C 2.2381 -4.0579 0.7183
C 4.6839 -4.0674 0.4898
C 5.2568 -2.4924 -4.3387
C 6.2444 -3.5815 -3.9149
C 6.0504 -1.2031 -4.6099
C 4.5694 -2.9448 -5.6355
C 1.9855 2.1507 -0.8687
O 1.1490 1.5452 -0.0513
C 2.9115 3.1610 -0.4704
C 3.5923 3.8607 -1.4666
C 3.3447 3.4625 0.9806
C 3.1833 4.9556 1.3043
C 2.5933 2.6597 2.0514
C 4.8322 3.0897 1.1165
H 4.5725 4.7044 -5.9483
H 2.9728 4.0833 -5.5504
H 4.3975 3.0234 -5.4483
H 4.3083 6.5741 -4.4184
H 3.9414 6.3372 -2.7058
H 2.7057 6.0051 -3.9354
H 6.3193 4.9944 -4.2578
H 6.1030 3.3751 -3.5738
H 5.9875 4.8020 -2.5351
H 2.5815 2.2618 -4.2462
H 3.1525 -0.7472 -4.4619
H 5.0064 -3.5108 -1.7982
H 2.7025 -1.4031 1.4228
H 4.4565 -1.4264 1.1895
H 3.7205 -2.4624 2.4236
H 1.3060 -3.5043 0.6656
H 2.3408 -4.4698 1.7249
H 2.1791 -4.8885 0.0137
H 5.6077 -3.5160 0.3078
H 4.6243 -4.9021 -0.2105
H 4.7369 -4.4853 1.4960
H 6.8227 -3.2744 -3.0416
H 6.9473 -3.7660 -4.7274
H 5.7348 -4.5215 -3.6940
H 6.5044 -0.8329 -3.6889
H 5.4098 -0.4173 -5.0141
H 6.8463 -1.3967 -5.3313
H 4.0035 -3.8634 -5.4698
H 5.3173 -3.1376 -6.4062
H 3.8857 -2.1841 -6.0157
H 4.2865 4.6263 -1.1428
H 2.1384 5.2671 1.2521
H 3.7545 5.5802 0.6190
H 3.5468 5.1596 2.3134
H 1.5461 2.9613 2.1097
H 3.0697 2.8453 3.0201
H 2.6460 1.5933 1.8375
H 5.4587 3.6488 0.4225
H 4.9790 2.0265 0.9176
H 5.1804 3.3060 2.1287
N -0.7665 -1.5141 1.1766
C -1.9225 -2.3281 1.0275
C -2.5753 -2.9010 2.1129
C -3.7027 -3.6826 1.9125
C -4.1917 -3.8986 0.6309
C -3.5619 -3.3087 -0.4521
C -2.4341 -2.5188 -0.2567
P -1.5486 -1.6773 -1.5968
C -2.8404 -1.3459 -2.8520
C -3.4892 -0.1113 -2.8476
C -4.5062 0.1557 -3.7517
C -4.8853 -0.8069 -4.6732
C -4.2422 -2.0360 -4.6906
C -3.2286 -2.3085 -3.7864
C -0.6466 -3.0624 -2.3760
C -0.3617 -4.2220 -1.6632
C 0.3069 -5.2713 -2.2754
C 0.6975 -5.1763 -3.6011
C 0.4215 -4.0223 -4.3197
C -0.2418 -2.9727 -3.7086
H 0.0520 -1.9260 0.7287
H -0.5439 -1.3361 2.1445
H -2.1852 -2.7583 3.1146
H -4.1941 -4.1377 2.7622
H -5.0668 -4.5154 0.4781
H -3.9529 -3.4449 -1.4514
H -3.2032 0.6421 -2.1324
H -5.0031 1.1172 -3.7331
H -5.6826 -0.6047 -5.3763
H -4.5327 -2.7908 -5.4095
H -2.7392 -3.2718 -3.8143
H -0.6747 -4.3199 -0.6313
H 0.5006 -6.1781 -1.7165
H 1.2003 -6.0111 -4.0722
H 0.7097 -3.9402 -5.3594
H -0.4796 -2.0879 -4.2874
N 1.2378 1.6889 6.2600
C 0.7191 1.9140 4.8647
C 0.5426 0.5819 4.1119
N -0.0162 0.7212 2.7960
H 1.2945 2.5655 6.7796
H 2.1711 1.2739 6.2356
H 0.6275 1.0522 6.7756
H 1.4192 2.5607 4.3379
H -0.2408 2.4222 4.9446
H -0.1118 -0.0644 4.7100
H 1.5142 0.0889 4.0210
H 0.6299 1.0796 2.0981
H -0.8902 1.2311 2.7631
C -0.1442 4.3328 0.0920
N -0.0137 4.2373 -1.3855
C -0.1582 5.5777 -1.9988
C -0.9541 3.2160 -2.0504
C -1.9807 2.5917 -1.1403
C -3.1850 3.2762 -0.9693
C -4.1620 2.7933 -0.1157
C -3.9122 1.6195 0.5831
C -2.7246 0.9328 0.3801
C -1.7144 1.3713 -0.4981
H 0.5848 5.0512 0.4590
H 0.0380 3.3504 0.5180
H -1.1421 4.6700 0.3553
H 0.9436 3.8930 -1.5578
H -1.1853 5.9162 -1.8777
H 0.0904 5.5373 -3.0568
H 0.5088 6.2815 -1.5052
H -0.3143 2.4463 -2.4640
H -1.4458 3.7342 -2.8715
H -3.3681 4.1851 -1.5340
H -5.1014 3.3175 -0.0008
H -4.6559 1.2188 1.2608
H -2.5922 -0.0027 0.9127

Summary:
E_HOMO (alpha / beta)	-11.509 / -11.527	eV
⟨S²⟩	0.77
net charge	+2
energy	-6375.086345	a.u.
2S+1	2

---

No. 2
Entry from the OMol25 dataset: a cluster of 13 separate species, C57H90NO37 in total (ωB97M-V with the def2-TZVPD basis set).

Atoms and positions in Å:
C -0.8613 -2.2358 0.4981
C 0.2856 -1.2085 0.3516
C 1.4328 -1.7320 -0.6429
C 0.9553 -1.8263 -2.1811
C 0.6413 -0.3824 -2.6127
C -0.4181 0.3606 -1.7199
N -0.1420 0.1326 -0.2279
O -0.9517 0.9982 0.6911
C -1.8073 -0.1781 -2.2605
C -0.3074 1.8951 -2.0269
C 1.0246 -1.0636 1.6840
H -1.1388 -2.7035 -0.4465
H -1.7831 -1.6999 0.7240
H -0.7801 -3.1031 1.1534
H 1.7525 -2.7268 -0.3327
H 2.2634 -1.0311 -0.7267
H 0.1604 -2.5596 -2.3172
H 1.7618 -2.1891 -2.8184
H 0.3058 -0.5724 -3.6322
H 1.5056 0.2647 -2.7623
H -1.9196 0.3555 -3.2043
H -2.6173 0.1602 -1.6144
H -1.8230 -1.2565 -2.4188
H -1.1133 2.5057 -1.6197
H -0.3681 2.1285 -3.0898
H 0.5911 2.3014 -1.5623
H 1.9200 -0.4605 1.5339
H 1.2604 -2.0787 2.0033
H 0.3964 -0.6538 2.4750
C 3.3643 -2.3708 10.6131
C 1.8843 -1.9910 10.8377
C 1.0733 -2.7428 11.9268
O 0.4128 -1.6284 12.4534
C 0.9134 -0.4733 12.0066
O 0.4948 0.6649 12.2966
O 1.9071 -0.6457 11.2147
H 3.7660 -1.8822 9.7253
H 3.5923 -3.4248 10.4549
H 4.0682 -1.9929 11.3547
H 1.3259 -2.0280 9.9023
H 1.7081 -3.2467 12.6557
H 0.3087 -3.4263 11.5574
C -6.2032 -6.7542 -2.0304
C -5.4442 -8.0545 -1.8318
C -5.0999 -8.2561 -0.4001
O -5.6051 -9.5434 -0.2326
C -6.3111 -9.9645 -1.2959
O -6.7912 -11.1012 -1.3362
O -6.4089 -9.0706 -2.1765
H -6.7648 -6.7428 -2.9645
H -5.5761 -5.8626 -2.0249
H -6.9877 -6.5379 -1.3053
H -4.5342 -8.2337 -2.4043
H -5.6239 -7.5280 0.2190
H -4.0421 -8.1823 -0.1477
C 3.8767 -8.8325 7.1499
C 3.0920 -7.8439 6.3217
C 2.6998 -8.2924 4.9200
O 1.2869 -8.2719 4.9987
C 0.8608 -7.9082 6.2048
O -0.3410 -7.7846 6.5046
O 1.9114 -7.6225 6.9396
H 4.3098 -8.3403 8.0207
H 4.7608 -9.2086 6.6351
H 3.2107 -9.6326 7.4731
H 3.6365 -6.9129 6.1644
H 3.0105 -9.3348 4.8508
H 3.1891 -7.7100 4.1393
C -1.3170 9.9806 -1.9143
C -0.0165 10.4331 -1.2550
C 0.6078 9.4794 -0.2420
O 1.9689 9.4150 -0.6791
C 2.1729 9.9904 -1.8116
O 3.1903 9.9364 -2.4263
O 0.9939 10.5139 -2.2444
H -1.5838 10.6595 -2.7243
H -2.1486 9.9999 -1.2099
H -1.2286 9.0049 -2.3921
H -0.0942 11.3873 -0.7338
H 0.1183 8.5058 -0.2640
H 0.5863 9.8055 0.7979
C 3.5380 -2.6951 -9.6377
C 3.4294 -4.2147 -9.9495
C 2.1841 -4.9896 -9.5221
O 1.6661 -5.3665 -10.7412
C 2.3612 -4.9793 -11.7776
O 2.0301 -5.2007 -12.9416
O 3.4081 -4.3203 -11.3437
H 2.6201 -2.1190 -9.7550
H 4.2795 -2.3320 -10.3494
H 3.8516 -2.5280 -8.6073
H 4.2655 -4.8240 -9.6061
H 1.5336 -4.2633 -9.0350
H 2.3495 -5.6810 -8.6958
C -6.7791 -1.6904 4.8938
C -5.9451 -2.0289 6.1230
C -4.4580 -1.6102 6.1112
O -4.4073 -1.3320 7.5014
C -5.5700 -1.1127 8.0659
O -5.7317 -0.7242 9.2239
O -6.4752 -1.4314 7.2066
H -6.9244 -0.6140 4.8017
H -7.7905 -2.0891 4.8163
H -6.3273 -1.9606 3.9394
H -6.0348 -3.1048 6.2730
H -4.2534 -0.8090 5.4011
H -3.8721 -2.4949 5.8617
C -6.8778 4.0336 -6.8004
C -7.8027 2.8511 -6.9721
C -7.2518 1.4792 -7.3592
O -7.8137 0.5491 -6.4122
C -8.4016 1.2148 -5.4630
O -8.8890 0.6566 -4.5082
O -8.2614 2.5430 -5.7008
H -6.0426 3.7742 -6.1498
H -7.4461 4.7995 -6.2728
H -6.3149 4.4510 -7.6353
H -8.6701 3.1600 -7.5555
H -6.1670 1.4424 -7.2600
H -7.5109 1.1523 -8.3662
C 9.2840 -5.0486 -2.2643
C 9.1087 -5.1335 -0.7400
C 7.8709 -5.8507 -0.1846
O 8.3803 -6.9592 0.5710
C 9.7208 -6.9346 0.4210
O 10.4923 -7.8464 0.7621
O 10.1499 -5.8796 -0.2586
H 9.3358 -6.0063 -2.7822
H 10.1602 -4.4579 -2.5318
H 8.3807 -4.5373 -2.5970
H 9.1387 -4.1179 -0.3451
H 7.2731 -6.3042 -0.9753
H 7.3979 -5.1866 0.5388
C -0.5577 4.7454 6.8317
C 0.9188 4.9138 6.9851
C 1.8495 4.4830 5.8044
O 2.5692 5.6633 5.6093
C 2.1707 6.6228 6.3243
O 2.6597 7.6805 6.2967
O 1.1523 6.3094 7.1113
H -1.0044 5.3461 6.0394
H -1.1491 5.0228 7.7042
H -0.8409 3.7374 6.5285
H 1.2028 4.4057 7.9066
H 1.1944 4.2986 4.9530
H 2.4952 3.6136 5.9281
C 7.4588 2.7758 0.3517
C 7.7942 2.7710 -1.1539
C 8.3669 4.0688 -1.6670
O 9.4597 3.7034 -2.4058
C 9.7645 2.4235 -2.1389
O 10.6900 1.7927 -2.6633
O 8.8643 1.9407 -1.3159
H 8.1904 3.2727 0.9887
H 7.4926 1.8025 0.8413
H 6.5402 3.3414 0.5078
H 6.9869 2.3632 -1.7622
H 8.6291 4.7282 -0.8396
H 7.6487 4.6076 -2.2851
C 0.0556 6.7990 -8.0555
C -0.1983 5.8386 -9.2566
C 1.0458 5.1592 -9.9089
O 0.5992 3.9077 -10.2700
C -0.5965 3.5851 -9.6954
O -1.0886 2.4945 -9.7138
O -1.0242 4.7326 -9.0428
H -0.8561 7.2891 -7.7139
H 0.7465 7.5778 -8.3784
H 0.6024 6.2861 -7.2643
H -0.7644 6.4280 -9.9778
H 1.9223 5.0011 -9.2805
H 1.3073 5.6954 -10.8212
C -6.8877 4.7709 4.1263
C -6.6443 5.2307 2.6581
C -7.4392 4.4183 1.5801
O -7.9744 5.4440 0.7135
C -7.6056 6.6538 1.1766
O -7.9606 7.7307 0.6742
O -7.0830 6.5520 2.3724
H -6.6258 5.5759 4.8130
H -6.2597 3.9320 4.4262
H -7.9522 4.5834 4.2668
H -5.5845 5.2582 2.4047
H -8.1235 3.7008 2.0329
H -6.7556 3.7560 1.0489

Summary:
E_HOMO	-2.383	eV
ΔE to the lowest compared entry with this formula, charge and spin	250.9	kcal per mole
net charge	-1
energy	-5064.466213	a.u.

---

F_max values (in eV Å⁻¹) by entry order: 2.1 6.5.